<a>
Here is 2 unconnected molecules or ions with the total composition F2N2O2 from OMol25. Energies are from the ωB97M-V functional and the def2-TZVPD basis.

Last column: natural (NBO) charge in e.
Positions of all 6 atoms, in Å:
N: 0.65095 -0.37225 -0.03505  0.5506
N: -0.10729 0.64785 -0.71082  0.2376
O: 1.32556 -0.00470 0.87788  -0.3315
O: 0.51787 -1.44314 -0.52415  -0.3005
F: -2.24315 -0.58008 0.41592  -0.0266
F: -0.14393 1.75232 -0.02379  -0.1296

=====

<b>
Here is a single F2N2O2 molecule from OMol25. Energies are from the ωB97M-V functional and the def2-TZVPD basis.

Last column: natural (NBO) charge in e.
Positions of all 6 atoms, in Å:
O: 0.50588 0.71586 1.21304  -0.2828
N: -0.43775 0.55648 0.51586  0.6250
O: -1.46064 1.04045 0.31344  -0.2349
N: -0.02440 -0.91919 -0.37974  0.3547
F: 0.27181 -0.22507 -1.78714  -0.3209
F: 1.14510 -1.16854 0.12453  -0.1411

=====

Most stable: <b>

=====

<a>
Here is 6 unconnected molecules or ions with the total composition C24H66N6O6 from OMol25. Energies are from the ωB97M-V functional and the def2-TZVPD basis.

Last column: Mulliken charge in e.
Positions of all 102 atoms, in Å:
C: 2.60579 1.52376 -0.27360  -0.7772
O: 3.87174 1.07959 0.14833  -0.3109
C: 3.82754 -0.22925 0.67971  -0.9152
C: 5.22586 -0.80985 0.87115  0.8042
C: 5.97582 -0.38129 2.15700  -1.3928
N: 6.14932 -0.36886 -0.20874  -0.7566
H: 2.63740 2.59098 -0.47884  0.2600
H: 1.81102 1.41841 0.47810  0.2897
H: 2.30276 0.93151 -1.14152  0.3198
H: 3.31001 -0.06557 1.64138  0.3719
H: 3.24113 -0.97737 0.12574  0.4649
H: 5.18211 -1.89635 0.95819  0.0550
H: 5.39149 -0.54228 3.06507  0.2910
H: 6.23841 0.67607 2.15592  0.4347
H: 6.83731 -1.03613 2.04298  0.3248
H: 6.16474 0.64250 -0.17660  0.3202
H: 5.78442 -0.65473 -1.11166  0.2433
C: 6.17178 -5.66803 0.99157  -0.4522
O: 7.47539 -5.84011 1.46720  -0.0247
C: 8.30820 -6.73042 0.73439  -0.7413
C: 9.30981 -7.34599 1.68469  0.5875
C: 10.08300 -8.43563 1.02400  -1.6608
N: 8.65000 -7.97380 2.86028  -0.6363
H: 5.60670 -6.59961 0.87847  0.3852
H: 6.15357 -5.05710 0.08495  0.2982
H: 5.55146 -5.13517 1.71863  -0.2714
H: 7.64083 -7.51593 0.35273  0.3355
H: 8.69204 -6.25300 -0.17231  0.4074
H: 9.95324 -6.65598 2.23779  0.2023
H: 9.47005 -9.23812 0.59014  0.3704
H: 10.88747 -8.93718 1.55595  0.3920
H: 10.53874 -8.10345 0.07596  0.3630
H: 8.18298 -8.83857 2.60742  0.2735
H: 7.95744 -7.36106 3.27997  0.1618
C: 3.94363 -3.43141 4.19342  -0.4940
O: 5.02804 -3.88024 5.00728  -0.3879
C: 6.25746 -3.56127 4.40659  -0.2015
C: 7.28107 -4.65898 4.64593  0.9129
C: 7.60523 -4.87616 6.12735  -1.7108
N: 8.52077 -4.53056 3.91371  -0.5585
H: 4.08440 -2.47076 3.70081  0.0558
H: 3.05138 -3.54571 4.81062  0.2234
H: 3.85417 -4.24978 3.46478  0.2902
H: 6.15633 -3.46637 3.31665  -0.0818
H: 6.65120 -2.57661 4.68976  0.2957
H: 6.69785 -5.55772 4.37272  -0.1117
H: 6.67878 -5.03339 6.68627  0.3821
H: 8.06306 -3.95256 6.48729  0.3178
H: 8.20073 -5.76632 6.32489  0.4406
H: 8.41585 -4.44205 2.91187  0.2337
H: 9.07918 -5.36232 4.05441  0.3045
C: 11.91721 -3.87394 5.87327  -0.6996
O: 12.39436 -2.78325 6.62369  -0.3308
C: 13.64013 -2.29444 6.18503  -0.8088
C: 14.21927 -1.29576 7.17335  0.5792
C: 15.48080 -0.65015 6.67101  -1.5283
N: 14.47218 -1.94902 8.46374  -0.6948
H: 11.06664 -4.27098 6.41843  0.1758
H: 12.66916 -4.66922 5.78832  0.3644
H: 11.66421 -3.57518 4.85290  0.3318
H: 14.27796 -3.17897 5.99908  0.3150
H: 13.56928 -1.89589 5.15646  0.3777
H: 13.38986 -0.59336 7.29326  0.2403
H: 16.23482 -1.37916 6.37414  0.3792
H: 15.83718 0.05004 7.42625  0.3950
H: 15.28221 -0.03775 5.78738  0.3888
H: 13.77467 -2.64774 8.68542  0.2648
H: 15.37018 -2.41722 8.46534  0.2447
C: 2.33968 -4.98177 1.14613  -0.7835
O: 2.78992 -6.31213 1.17818  -0.1082
C: 1.92834 -7.19164 1.85114  -0.6311
C: 2.21132 -8.62193 1.39630  0.6497
C: 1.88406 -8.73719 -0.07756  -1.4490
N: 1.49369 -9.59248 2.19970  -0.7177
H: 2.31350 -4.58068 2.16125  0.1980
H: 1.35754 -4.85025 0.68651  0.4225
H: 3.05321 -4.38159 0.58382  0.2444
H: 1.98076 -7.03100 2.93730  0.2018
H: 0.86965 -6.98391 1.63376  0.3929
H: 3.29983 -8.78310 1.40810  0.1479
H: 2.46138 -8.07921 -0.72904  0.2959
H: 0.86262 -8.37731 -0.26225  0.3243
H: 1.96605 -9.74496 -0.48579  0.3623
H: 1.97751 -10.48351 2.18124  0.2689
H: 1.43609 -9.38323 3.18951  0.2362
C: 1.23012 -1.76738 6.80599  -0.6769
O: 0.46530 -2.92812 6.67177  -0.3497
C: 0.76113 -3.96246 7.59427  -0.5644
C: 0.07990 -5.22853 7.09302  0.3068
C: 0.03770 -6.27877 8.19046  -1.5056
N: 0.68340 -5.75423 5.86575  -0.5589
H: 2.28974 -1.86338 6.54517  0.2204
H: 1.10587 -1.28462 7.77950  0.3200
H: 0.87991 -1.02902 6.08069  0.2640
H: 1.85095 -4.03990 7.69703  0.2531
H: 0.37756 -3.71974 8.59459  0.4571
H: -0.95430 -4.92610 6.90414  0.1970
H: 1.02772 -6.60139 8.52191  0.3564
H: -0.50913 -7.14758 7.82823  0.3768
H: -0.45555 -5.82284 9.05000  0.4058
H: 1.58944 -6.15392 6.10279  0.2888
H: 0.90775 -4.94900 5.28315  0.2324

=====

<b>
Here is a molecular structure, C24H66N6O6 from OMol25. Energies are from the ωB97M-V functional and the def2-TZVPD basis.

Last column: Mulliken charge in e.
Positions of all 102 atoms, in Å:
C: 2.67119 -4.41675 1.23357  -0.7683
C: 2.11935 -5.78950 0.81062  0.2915
C: 2.64415 -7.07170 1.61524  -0.8648
O: 4.04184 -7.33591 1.56994  -0.3732
C: 4.22276 -8.15737 0.38581  -0.7371
N: 0.69424 -5.67140 0.95376  -0.6230
H: 2.42571 -4.20719 2.27468  0.3677
H: 2.22370 -3.63935 0.61427  0.2963
H: 3.75869 -4.47328 1.28100  0.3508
H: 2.22376 -5.93908 -0.26401  0.3488
H: 2.03279 -7.92461 1.32047  0.4132
H: 2.31075 -6.79276 2.61481  0.4177
H: 3.87482 -7.70635 -0.54351  0.2850
H: 3.83419 -9.16890 0.50385  0.2908
H: 5.29774 -8.21533 0.21512  0.3070
H: 0.20212 -6.39925 0.45561  0.2590
H: 0.38784 -5.69952 1.91575  0.2272
C: 4.71869 -0.73172 2.11862  -1.5389
C: 4.67425 0.04508 0.75016  0.7826
C: 6.06613 0.60145 0.28042  -0.7644
O: 6.50217 1.58190 1.19261  -0.3240
C: 7.79546 2.03178 0.75653  -0.7448
N: 4.04577 -0.80156 -0.25749  -0.7254
H: 5.21428 -0.10026 2.85600  0.5101
H: 5.25818 -1.67733 2.17208  0.2502
H: 3.68784 -0.89989 2.43032  0.4867
H: 4.11397 0.97247 0.86914  0.1283
H: 5.86116 0.94500 -0.73352  0.3687
H: 6.72017 -0.26967 0.24195  0.4019
H: 8.46449 1.17175 0.78561  0.3056
H: 8.03813 2.90204 1.36635  0.2537
H: 7.71951 2.45539 -0.24492  0.3095
H: 4.31687 -0.41874 -1.15195  0.3577
H: 3.07588 -0.58242 -0.08031  0.2120
C: -6.76266 1.62036 -0.96248  -1.4995
C: -6.10211 2.69875 -0.11301  0.3906
C: -5.29571 2.21178 1.14606  -0.8247
O: -4.00058 1.59043 1.04332  -0.0914
C: -3.48049 1.42487 2.40592  -0.4538
N: -5.24593 3.64442 -0.91461  -0.6627
H: -6.08600 0.77096 -0.86894  0.2860
H: -6.99960 1.76001 -2.01722  0.3557
H: -7.68015 1.26240 -0.49541  0.3906
H: -6.92911 3.19894 0.39096  0.3363
H: -5.97968 1.65606 1.78752  0.4650
H: -5.14791 3.17580 1.63280  0.3362
H: -3.27435 2.35433 2.93666  0.3216
H: -2.52484 0.91572 2.28109  -1.0709
H: -4.04975 0.81750 3.10959  0.3835
H: -4.71314 3.05929 -1.54219  0.3416
H: -4.56962 4.04162 -0.27826  0.2166
C: -0.76997 0.66310 -1.94699  -1.3515
C: -0.10596 0.16584 -3.23868  0.9339
C: -1.03590 0.41712 -4.46786  -1.0990
O: -2.10157 -0.46890 -4.56244  -0.3159
C: -1.81897 -1.79080 -5.06702  -0.7957
N: 1.17980 0.86145 -3.21695  -0.8753
H: -0.65948 1.73433 -1.77859  0.1544
H: -0.31035 0.15013 -1.10218  0.0520
H: -1.80066 0.31914 -1.86062  0.5012
H: 0.08440 -0.90678 -3.20226  0.2265
H: -0.46439 0.36705 -5.39466  0.4626
H: -1.55306 1.36641 -4.32821  0.2959
H: -1.15436 -1.82520 -5.93026  0.3551
H: -2.72974 -2.31098 -5.36366  0.2868
H: -1.22122 -2.42100 -4.40849  0.2881
H: 0.94578 1.84056 -3.29858  0.3214
H: 1.45439 0.80060 -2.24689  0.2861
C: -1.68534 0.27517 1.45524  -0.8945
C: -0.25748 0.25806 1.18480  0.8828
C: 0.32853 -1.14247 0.96765  -1.4728
O: 1.75537 -1.04835 1.01713  0.0651
C: 2.39709 -2.18528 1.56266  -1.9472
N: 0.05195 1.29005 0.12335  -0.3459
H: -2.04399 -0.31689 2.29722  0.5676
H: -2.27893 0.25249 0.54134  0.0448
H: -1.86281 1.24619 1.91756  1.9444
H: 0.10588 0.50480 2.18239  0.1901
H: 0.03984 -1.38299 -0.05554  0.3958
H: -0.10671 -1.90386 1.61492  0.4519
H: 3.45986 -1.94541 1.59533  0.5325
H: 2.33647 -3.05515 0.90864  0.1790
H: 2.07958 -2.31478 2.59732  0.6657
H: 0.07717 2.24106 0.46252  0.5049
H: 0.98281 1.03001 -0.16983  -0.1144
C: -1.79528 3.04635 -1.09174  -0.6620
C: -1.49131 3.80589 0.14638  0.0679
C: -2.28447 5.15180 0.07483  -1.1285
O: -3.63741 4.94465 0.45559  -0.2522
C: -4.61924 5.99738 0.53717  -0.9621
N: -1.94726 3.07264 1.31076  -0.2036
H: -2.87397 2.93152 -1.19815  -0.4851
H: -1.45418 2.02085 -1.23353  0.5544
H: -1.39741 3.43800 -2.02790  0.7006
H: -0.40554 3.90023 0.12926  0.4076
H: -2.12504 5.66380 -0.87414  0.4831
H: -1.96933 5.89209 0.81019  0.4766
H: -4.75795 6.38970 -0.47027  0.3469
H: -4.36960 6.83404 1.18968  0.3019
H: -5.59860 5.61679 0.82717  0.2684
H: -2.24479 2.12927 1.10671  -1.7792
H: -2.74360 3.58004 1.66923  0.5101

=====

Most stable: <a>

=====

<a>
Here is a single C5H4N2 molecule from OMol25. Energies are from the ωB97M-V functional and the def2-TZVPD basis.

Last column: natural (NBO) charge in e.
Positions of all 11 atoms, in Å:
C: -1.10036 -2.40518 0.72045  -0.1440
C: -0.55002 -1.48799 0.16857  -0.0623
C: 0.01344 -0.23626 -0.21076  0.0148
C: -0.72741 0.80586 -0.82349  -0.4034
C: 0.08474 1.93467 -0.38213  -0.0445
N: 1.15684 1.60055 0.30363  -0.2124
N: 1.13897 0.25961 0.35849  -0.3431
H: -1.57888 -3.21526 1.22173  0.2415
H: -0.22081 -0.00116 -1.62669  0.3237
H: -0.15963 2.99511 -0.41592  0.2142
H: 1.94313 -0.24995 0.68612  0.4154

=====

<b>
Here is a single C5H4N2 molecule from OMol25. Energies are from the ωB97M-V functional and the def2-TZVPD basis.

Last column: natural (NBO) charge in e.
Positions of all 11 atoms, in Å:
C: -0.33719 2.47495 -0.01630  -0.1612
C: -0.21812 1.21284 -0.09516  -0.0654
C: 0.06179 -0.13092 0.05866  0.0278
C: 1.50774 -0.52266 0.06745  -0.0308
C: 2.68432 -0.60097 -0.00013  -0.1935
N: -0.69570 -1.17239 0.01608  -0.1429
N: -2.14633 -1.01865 -0.13936  -0.6569
H: -0.79063 3.42291 0.29532  0.2539
H: 3.75587 -0.69400 -0.20254  0.2430
H: -2.56466 -0.16544 0.25633  0.3519
H: -2.69760 -1.82571 0.42672  0.3740

=====

Most stable: <a>

=====

<a>
Here is 2 unconnected molecules or ions with the total composition C3H9N2O3 from OMol25. Energies are from the ωB97M-V functional and the def2-TZVPD basis.

Last column: natural (NBO) charge in e.
Positions of all 17 atoms, in Å:
C: -0.43288 -0.16201 1.70092  0.0160
O: -0.71130 -0.25536 2.97028  -0.9186
C: 0.98576 0.39459 1.50119  -0.2658
N: 1.56403 0.20435 0.13303  -0.8189
H: -0.40699 -1.17613 1.09958  0.0216
H: -1.21861 0.48576 1.11110  0.0566
H: 0.92231 1.46984 1.70572  0.1770
H: 1.58290 -0.08782 2.28358  0.1800
H: 2.49074 0.61455 0.01554  0.3695
H: 1.66092 -0.78544 0.00956  0.3717
N: -1.44532 -0.79956 -1.58186  -0.8862
C: -0.77117 0.15872 -2.34644  0.8945
O: -0.09582 1.00667 -1.57736  -0.7800
O: -0.82292 0.15235 -3.57167  -0.6938
H: -2.14732 -1.31818 -2.10906  0.3761
H: -1.66506 -0.56318 -0.62416  0.4047
H: 0.51072 0.66084 -0.71997  0.4957

## Properties
Total charge: -1

=====

<b>
Here is 2 unconnected molecules or ions with the total composition C3H9N2O3 from OMol25. Energies are from the ωB97M-V functional and the def2-TZVPD basis.

Last column: natural (NBO) charge in e.
Positions of all 17 atoms, in Å:
O: -2.09996 1.55456 -2.15772  -0.6541
C: -1.43666 1.47710 -1.12750  0.6848
N: -1.47346 2.38037 -0.09550  -0.8326
C: -0.40509 0.13177 -0.92992  -0.3319
N: 0.05813 0.21663 0.44504  -0.7593
C: 0.01358 -1.24802 1.19829  0.1816
O: 1.11265 -1.48008 1.86773  -0.8449
H: -0.78864 2.31681 0.52446  0.4024
H: -2.34108 2.70333 0.04259  0.3807
H: 0.26537 0.16414 -1.78779  0.1864
H: -0.77728 -0.91035 -1.23904  0.2119
H: 0.96605 0.66662 0.53313  0.3673
H: -0.08726 -1.95572 0.26394  0.0666
H: -0.90641 -1.24847 1.87604  0.1103
H: 2.17795 -1.56656 1.00243  0.4965
H: 2.69333 -1.60836 -0.64182  0.4308
O: 3.02877 -1.59378 0.22564  -1.0966

## Properties
Total charge: -1

=====

Most stable: <a>